Entry 1:
A gas-phase ion, CH5OS2 (charge -1) at a distorted geometry, computed with the ωB97M-V functional and the def2-TZVPD basis.

```
9
Properties=species:S:1:pos:R:3:mulliken_charge:R:1
O -1.14 1.51 1.46 -0.711
H -0.97 2.44 1.50 0.222
C -1.01 0.82 -1.10 -0.763
S 0.00 0.39 0.41 0.090
S 1.04 -1.59 -0.60 -0.634
H -0.38 1.01 -1.99 0.280
H -1.50 -0.11 -1.36 0.223
H -1.53 1.73 -0.86 0.266
H 2.06 -1.24 0.23 0.029
```

Results
- Kohn-Sham gap: 6.749 eV
- Relative energy (zero: lowest compared OMol25 entry of this formula, charge and spin): 130.0 kJ/mol
- Total charge: -1
- DFT total energy: -912.7003 Eh
- E_HOMO: -0.1067 Eh
- 2S+1: 1

---

Entry 2:
6 unconnected molecules or ions with the total composition C6H24NO6 at a distorted geometry, computed with the ωB97M-V functional and the def2-TZVPD basis.

```
37
Properties=species:S:1:pos:R:3:mulliken_charge:R:1
C 2.03 -0.38 0.15 -0.675
O 2.13 0.94 0.46 -0.664
C 0.49 -0.65 0.18 0.869
C 0.09 -0.61 -1.33 -0.696
C -1.35 -0.34 -1.53 0.590
C -1.88 0.53 -2.36 -1.455
C -2.28 -1.41 -0.96 -1.253
N -0.31 0.36 0.91 -0.065
H 2.50 -0.66 -0.89 0.225
H 2.64 -0.88 0.80 0.468
H 2.90 1.38 0.77 0.413
H -0.06 -1.63 0.51 -0.617
H 0.17 -1.68 -1.81 0.307
H 0.65 0.10 -1.98 0.481
H -1.48 1.23 -2.95 0.525
H -3.05 0.51 -2.52 0.195
H -3.14 -1.05 -0.50 0.468
H -1.73 -2.04 -0.08 0.250
H -2.48 -2.13 -1.80 0.392
H -1.26 -0.07 0.87 0.486
H 0.11 0.53 1.86 0.426
H -1.36 3.20 -0.75 0.261
H 0.87 -3.03 2.05 0.276
H 1.96 -3.95 1.58 0.294
O 1.27 -3.41 1.35 -0.570
H -1.08 -2.96 1.48 0.381
H -2.25 -2.71 2.60 0.331
O -1.36 -2.40 2.15 -0.628
H -0.33 1.34 0.42 0.239
H -0.42 2.90 -1.99 0.320
O -0.56 2.83 -0.93 -0.642
H -1.21 2.95 2.72 0.288
H 0.33 3.36 2.57 0.315
O -0.36 2.63 2.37 -0.586
H 2.76 2.27 -0.69 0.352
H 3.46 2.45 -1.89 0.325
O 3.62 2.49 -0.87 -0.626
```

Results
- Kohn-Sham gap: 9.974 eV
- Relative energy (zero: lowest compared OMol25 entry of this formula, charge and spin): 281.3 kJ/mol
- Total charge: +1
- DFT total energy: -748.8298 Eh
- E_HOMO: -0.4661 Eh
- 2S+1: 1

---

Entry 3:
A molecular structure, C33H23BF5N4OP2ReSSe2, computed with the ωB97M-V functional and the def2-TZVPD basis.

```
73
Properties=species:S:1:pos:R:3:lowdin_spin:R:1
Re -0.38 0.15 -0.22 0.807
F 0.06 7.04 1.05 0.000
C -0.49 5.86 0.76 0.000
C 0.30 4.72 0.70 0.000
F 1.60 4.80 0.92 0.000
C -0.32 3.53 0.39 0.002
F 0.43 2.42 0.31 0.023
C -1.67 3.38 0.14 0.002
S -2.30 1.81 -0.24 0.019
C -2.42 4.55 0.21 0.000
F -3.74 4.51 -0.02 0.000
C -1.85 5.77 0.52 0.000
F -2.60 6.87 0.58 0.000
Se 6.60 -1.39 1.70 0.000
P 5.99 -0.35 -0.01 0.001
C 6.69 1.32 -0.14 0.000
C 6.38 2.18 -1.20 0.000
C 6.96 3.43 -1.28 0.000
C 7.85 3.84 -0.30 0.000
C 8.16 3.00 0.76 0.000
C 7.58 1.75 0.83 0.000
C 6.59 -1.23 -1.51 0.000
C 7.39 -0.63 -2.48 0.000
C 7.92 -1.39 -3.52 0.000
C 7.66 -2.75 -3.59 0.000
C 6.88 -3.35 -2.62 0.000
C 6.36 -2.60 -1.59 0.000
C 4.21 -0.05 -0.15 0.003
C 2.99 -0.75 -0.19 0.002
N 2.01 0.18 -0.17 0.016
N 2.58 1.37 -0.12 0.008
N 3.88 1.26 -0.11 0.001
P 2.50 -2.45 -0.15 0.000
Se 0.39 -2.45 -0.49 0.006
C 2.95 -3.23 1.42 0.000
C 1.96 -3.29 2.40 0.000
C 2.25 -3.84 3.64 0.000
C 3.52 -4.34 3.89 0.000
C 4.50 -4.28 2.91 0.000
C 4.22 -3.72 1.68 0.000
C 3.26 -3.33 -1.52 0.000
C 3.64 -4.67 -1.42 0.000
C 4.04 -5.35 -2.56 0.000
C 4.08 -4.71 -3.79 0.000
C 3.70 -3.38 -3.89 0.000
C 3.29 -2.69 -2.76 0.000
H 5.66 1.87 -1.95 0.000
H 6.70 4.08 -2.10 0.000
H 8.30 4.83 -0.36 0.000
H 8.84 3.33 1.53 0.000
H 7.80 1.08 1.66 0.000
H 7.64 0.42 -2.42 0.000
H 8.54 -0.91 -4.26 0.000
H 8.08 -3.33 -4.40 0.000
H 6.69 -4.42 -2.65 0.000
H 5.79 -3.09 -0.81 0.000
H 0.97 -2.89 2.20 0.000
H 1.49 -3.87 4.40 0.000
H 3.75 -4.77 4.86 0.000
H 5.50 -4.64 3.12 0.000
H 5.01 -3.65 0.94 0.000
H 3.59 -5.18 -0.47 0.000
H 4.33 -6.40 -2.48 0.000
H 4.39 -5.25 -4.67 0.000
H 3.73 -2.87 -4.84 0.000
H 2.98 -1.65 -2.83 0.000
B 0.46 -0.11 4.47 0.004
C 0.19 -0.03 2.92 0.024
N -0.01 0.03 1.78 0.013
H 0.42 1.02 4.90 0.000
H -0.42 -0.80 4.94 0.003
H 1.56 -0.61 4.60 0.000
O -1.62 -0.75 -0.91 0.066
```

Results
- Kohn-Sham gap (alpha / beta): 7.081 / 6.632 eV
- Relative energy (zero: lowest compared OMol25 entry of this formula, charge and spin): 214.0 kJ/mol
- Total charge: -1
- DFT total energy: -8051.8775 Eh
- E_HOMO (alpha / beta): -0.1826 / -0.1767 Eh
- 2S+1: 2